No. 1
ORCA calculation (ωB97M-V/def2-TZVPD) on 5 unconnected molecules or ions with the total composition C41H48N4O21PS.

Last column: Mulliken charge in e.
Atoms and positions in Å:
C  2.10  0.05  3.37  -1.09
C  1.69  -0.04  2.09  -0.42
C  1.10  -1.33  1.59  -1.74
C  -0.09  -1.26  0.61  0.97
C  -0.90  -2.57  0.72  -0.56
C  -0.07  -3.84  0.88  -0.89
O  0.92  -3.90  -0.15  -0.35
C  2.03  -4.63  0.22  0.14
O  2.37  -5.61  -0.34  -0.42
C  0.28  -1.13  -0.92  -0.16
S  1.99  -0.52  -1.09  -0.24
N  -0.75  -0.18  -1.35  1.33
C  -0.96  0.07  -2.78  -0.97
C  -1.93  -0.95  -3.38  -0.83
C  -3.27  -0.97  -2.66  -0.05
C  -4.32  -1.71  -3.47  0.53
O  -4.25  -1.85  -4.65  -0.52
O  -5.37  -2.20  -2.77  -0.48
C  -0.79  0.70  -0.33  -1.77
N  -0.72  2.01  -0.32  0.87
N  -0.59  2.70  -1.56  -0.78
P  -0.79  2.91  1.23  0.50
C  0.34  4.30  0.92  -1.45
C  -2.45  3.70  1.11  -1.06
N  -0.84  0.00  0.87  1.00
C  -2.17  -0.06  1.48  -0.56
C  -2.12  -0.35  2.99  -0.65
O  -2.99  0.51  3.70  -0.50
H  3.09  0.38  3.66  0.29
H  1.45  -0.25  4.19  0.25
H  1.78  0.81  1.42  0.23
H  0.74  -1.84  2.49  0.94
H  1.92  -1.93  1.20  0.19
H  -1.48  -2.70  -0.20  0.04
H  -1.63  -2.55  1.53  0.09
H  -0.75  -4.69  0.75  0.53
H  0.36  -3.94  1.87  0.46
H  2.59  -4.19  1.06  0.33
H  0.20  -2.05  -1.49  0.76
H  2.08  -0.31  -2.42  0.29
H  -1.39  1.06  -2.95  0.64
H  -0.03  0.02  -3.34  0.28
H  -2.13  -0.60  -4.39  0.49
H  -1.48  -1.94  -3.45  0.37
H  -3.15  -1.42  -1.67  -0.07
H  -3.63  0.05  -2.51  0.29
H  -5.34  -1.88  -1.87  0.33
H  0.18  2.26  -2.07  0.16
H  -0.28  3.64  -1.35  0.30
H  -0.01  4.97  0.13  0.47
H  0.37  4.90  1.83  0.40
H  1.33  3.96  0.64  0.39
H  -2.38  4.78  1.02  0.44
H  -3.04  3.44  1.98  0.26
H  -2.98  3.34  0.22  0.34
H  -2.67  0.90  1.37  0.69
H  -2.80  -0.81  0.98  0.38
H  -1.11  -0.16  3.36  0.12
H  -2.36  -1.39  3.21  0.36
H  -3.90  0.28  3.47  0.22
C  -7.10  4.62  4.56  -1.01
C  -7.06  4.47  5.89  0.33
C  -6.60  3.19  6.55  1.00
O  -6.59  3.16  7.76  -0.61
C  -6.21  2.08  5.70  -0.82
C  -6.25  2.23  4.37  0.33
C  -6.68  3.52  3.72  0.95
O  -6.66  3.56  2.50  -0.75
O  -5.91  1.27  3.51  -0.49
O  -7.42  5.42  6.74  -0.57
H  -7.42  5.53  4.08  0.48
H  -5.90  1.16  6.17  0.48
H  -6.06  1.64  2.62  0.30
H  -7.30  5.05  7.64  0.38
C  7.45  0.74  -1.78  -1.09
C  6.20  0.29  -1.91  0.26
C  5.86  -0.94  -2.71  1.08
O  4.69  -1.29  -2.76  -0.47
C  6.93  -1.64  -3.38  -1.15
C  8.19  -1.20  -3.26  0.25
C  8.54  0.02  -2.43  1.26
O  9.70  0.34  -2.36  -0.56
O  9.22  -1.79  -3.84  -0.44
O  5.15  0.90  -1.35  -0.61
H  7.70  1.62  -1.21  0.45
H  6.67  -2.51  -3.96  0.45
H  10.03  -1.29  -3.62  0.25
H  4.36  0.39  -1.59  0.25
C  14.96  -1.83  -5.79  -0.92
C  13.98  -1.01  -5.39  0.19
C  12.67  -1.55  -4.85  1.25
O  11.85  -0.71  -4.49  -0.69
C  12.46  -2.97  -4.79  -1.02
C  13.45  -3.79  -5.20  0.38
C  14.77  -3.26  -5.72  0.94
O  15.60  -4.09  -6.04  -0.62
O  13.36  -5.10  -5.19  -0.57
O  14.06  0.31  -5.42  -0.58
H  15.90  -1.46  -6.18  0.43
H  11.52  -3.34  -4.42  0.47
H  14.22  -5.44  -5.53  0.37
H  13.21  0.64  -5.06  0.35
C  -11.61  1.63  2.78  -0.89
C  -10.33  1.85  2.43  0.41
C  -9.40  0.73  2.03  1.08
O  -8.27  1.06  1.72  -0.63
C  -9.89  -0.62  2.04  -1.16
C  -11.17  -0.85  2.39  0.36
C  -12.11  0.27  2.77  1.06
O  -13.25  -0.05  3.06  -0.60
O  -11.71  -2.05  2.43  -0.57
O  -9.78  3.06  2.41  -0.61
H  -12.28  2.42  3.07  0.45
H  -9.21  -1.42  1.76  0.43
H  -12.64  -1.92  2.71  0.38
H  -8.86  2.94  2.11  0.28

The value obtained for the LUMO energy is -3.373 eV. The total charge is +1. The value obtained for the calculated total energy is -112366.5191 eV. For the HOMO-LUMO gap, the calculation gives 7.516 eV. For the energy above the lowest of the compared OMol25 structures with the same formula, charge and spin, the calculation gives 0.0 kJ/mol.

No. 2
ORCA calculation (ωB97M-V/def2-TZVPD) on a molecular structure, C41H49ClLuN6O2PS2.

Last column: Mulliken charge in e.
Atoms and positions in Å:
Lu  0.12  2.16  2.27  2.84
N  -1.07  4.18  1.95  -0.07
C  -2.31  4.72  2.55  -0.83
C  -3.51  3.71  2.62  -0.45
C  -3.14  2.57  3.56  -0.83
N  -2.12  1.62  3.01  -0.48
H  -0.28  4.75  2.26  0.21
H  -1.05  4.37  0.89  -0.09
H  -2.67  5.65  2.11  0.35
H  -2.12  4.93  3.63  0.38
H  -3.82  3.37  1.61  0.27
H  -4.37  4.23  3.06  0.34
H  -4.05  2.08  3.83  0.44
H  -2.79  2.97  4.53  0.36
H  -2.49  1.39  2.05  0.21
H  -2.19  0.70  3.53  0.27
Cl  4.19  -2.76  6.46  -0.23
C  3.38  -1.83  5.32  0.28
C  3.59  -1.92  3.93  -0.58
C  2.73  -1.38  2.99  -0.62
C  1.81  -0.44  3.43  0.18
O  0.97  0.11  2.62  -0.88
C  1.78  -0.09  4.81  1.11
C  1.21  1.12  5.25  -0.49
O  0.57  2.00  4.54  -0.56
C  2.50  -0.81  5.78  -0.96
H  4.34  -2.70  3.68  0.30
H  2.77  -1.70  1.95  0.50
H  1.40  1.32  6.31  0.29
H  2.52  -0.69  6.85  0.39
S  4.69  3.59  2.96  -0.26
C  3.96  4.22  4.42  -0.29
C  2.61  4.29  4.29  -0.94
C  2.06  3.69  3.10  -0.20
C  3.09  3.29  2.26  0.47
C  2.88  2.64  0.96  0.96
C  4.02  2.16  0.25  -1.19
C  3.87  1.59  -1.01  -0.69
C  2.49  1.35  -1.47  -1.01
C  1.45  1.83  -0.68  -0.20
N  1.66  2.43  0.51  0.53
H  4.69  4.46  5.23  0.39
H  1.92  4.63  5.08  0.35
H  5.01  2.29  0.67  0.47
H  4.68  1.41  -1.72  0.42
H  2.18  0.70  -2.31  0.49
H  0.40  1.79  -1.03  0.15
S  -2.05  -0.03  -2.06  -0.39
C  -1.60  0.73  -0.71  0.24
N  -1.25  1.16  0.35  -0.96
N  -0.96  5.77  -2.96  -0.11
C  -1.88  5.42  -2.03  -0.39
N  -1.42  5.45  -0.77  -0.48
C  -0.11  5.87  -0.87  0.68
C  0.82  6.06  0.14  -0.53
C  2.16  6.02  -0.26  -0.35
C  2.55  6.16  -1.62  -0.52
C  1.61  6.23  -2.67  -0.72
C  0.25  6.10  -2.29  0.14
H  -1.08  5.65  -4.00  0.26
H  -2.89  5.04  -2.32  0.41
H  0.47  6.39  1.10  0.62
H  2.97  5.73  0.44  0.36
H  3.60  6.11  -1.98  0.34
H  1.93  6.46  -3.71  0.34
C  0.37  -6.32  -2.11  -1.88
C  0.39  -4.78  -2.12  1.92
C  0.61  -4.37  -0.64  -2.08
C  1.51  -4.18  -2.98  -1.74
P  -1.27  -3.82  -2.50  0.27
C  -2.61  -4.90  -1.88  0.49
C  -3.25  -4.52  -0.69  -0.51
C  -3.97  -5.42  0.08  -0.44
C  -4.36  -6.65  -0.49  -0.51
C  -3.92  -6.95  -1.79  -0.91
C  -2.92  -6.14  -2.40  -0.07
C  -1.52  -3.77  -4.40  1.44
C  -0.61  -2.58  -4.87  -1.39
C  -1.17  -5.03  -5.12  -1.67
C  -3.00  -3.24  -4.58  -1.56
H  1.33  -6.63  -1.73  0.50
H  0.14  -6.84  -3.05  0.30
H  -0.38  -6.67  -1.42  0.42
H  1.62  -4.69  -0.41  0.55
H  -0.13  -4.88  0.03  0.30
H  0.44  -3.27  -0.55  0.44
H  2.45  -4.66  -2.70  0.53
H  1.65  -3.08  -2.73  0.27
H  1.32  -4.31  -4.03  0.34
H  -3.18  -3.52  -0.35  0.51
H  -4.25  -5.16  1.13  0.33
H  -5.07  -7.32  -0.04  0.39
H  -4.21  -7.88  -2.25  0.40
H  -2.41  -6.51  -3.28  0.26
H  0.47  -2.80  -4.86  0.33
H  -0.87  -1.66  -4.28  0.08
H  -0.91  -2.36  -5.91  0.54
H  -0.28  -5.53  -4.66  0.20
H  -0.81  -4.87  -6.15  0.42
H  -2.00  -5.70  -5.17  0.40
H  -2.97  -2.29  -4.03  0.35
H  -3.75  -3.92  -4.08  0.24
H  -3.19  -3.11  -5.61  0.54

The value obtained for the LUMO energy is -0.242 eV. The total charge is 0. The value obtained for the calculated total energy is -133451.7586 eV. For the HOMO-LUMO gap, the calculation gives 7.076 eV. For the energy above the lowest of the compared OMol25 structures with the same formula, charge and spin, the calculation gives 0.0 kJ/mol.

No. 3
ORCA calculation (ωB97M-V/def2-TZVPD) on a molecular structure, C41H50As4OPtS.

Last column: Mulliken charge in e.
Atoms and positions in Å:
Pt  -0.86  -0.62  1.29  1.29
C  -0.60  -2.29  -1.87  -1.05
As  -0.92  -0.52  -1.17  0.62
C  0.35  0.57  -2.13  -1.43
C  -2.61  0.08  -1.93  -2.11
C  -3.93  -0.22  -1.18  2.90
C  -3.99  -1.70  -0.80  -1.24
C  -4.09  0.70  0.04  -1.39
As  -3.04  0.35  1.64  1.03
C  -4.16  -0.84  2.68  -1.27
C  -3.26  2.02  2.59  -1.37
C  -5.05  0.11  -2.19  -2.12
As  -7.02  0.19  -1.84  0.30
C  -7.32  -0.99  -0.30  -0.89
C  -7.15  1.90  -0.88  -1.05
H  -1.30  -3.00  -1.42  0.10
H  0.41  -2.58  -1.60  0.32
H  -0.72  -2.29  -2.95  0.61
H  0.08  0.59  -3.19  0.58
H  1.34  0.13  -2.01  0.43
H  0.35  1.59  -1.73  0.38
H  -2.65  -0.38  -2.92  0.68
H  -2.50  1.16  -2.08  0.55
H  -3.17  -1.98  -0.12  -0.11
H  -3.90  -2.32  -1.70  0.46
H  -4.93  -1.94  -0.31  0.03
H  -5.12  0.65  0.39  -0.21
H  -3.90  1.74  -0.24  0.63
H  -5.15  -0.40  2.79  0.44
H  -3.71  -0.98  3.66  0.44
H  -4.24  -1.80  2.17  0.30
H  -4.32  2.27  2.58  0.55
H  -2.67  2.80  2.12  0.41
H  -2.93  1.90  3.62  0.44
H  -4.96  -0.59  -3.03  0.52
H  -4.86  1.10  -2.63  0.59
H  -7.19  -2.03  -0.59  0.30
H  -8.36  -0.85  -0.02  0.42
H  -6.70  -0.77  0.57  0.10
H  -6.59  2.67  -1.42  0.31
H  -6.81  1.86  0.15  0.26
H  -8.20  2.20  -0.89  0.43
C  0.47  5.39  2.76  -0.58
C  1.31  4.95  1.75  -0.71
C  1.49  3.59  1.53  -0.39
C  0.82  2.68  2.33  0.80
C  -0.03  3.12  3.34  -0.53
C  -0.20  4.47  3.56  -0.80
As  1.01  0.79  2.07  1.03
C  2.76  0.43  1.38  0.69
C  3.30  0.77  0.15  -0.64
C  4.62  0.43  -0.12  -1.15
C  5.38  -0.24  0.83  -1.02
C  4.83  -0.57  2.06  -0.41
C  3.51  -0.25  2.35  -0.11
C  2.81  -0.55  3.62  0.58
C  3.33  -1.28  4.68  -0.62
C  2.56  -1.52  5.80  -0.89
C  1.25  -1.04  5.88  -0.89
C  0.72  -0.31  4.83  -0.59
C  1.50  -0.06  3.72  0.40
H  0.34  6.45  2.93  0.41
H  1.84  5.67  1.13  0.44
H  2.18  3.26  0.76  0.31
H  -0.53  2.40  3.98  0.50
H  -0.84  4.82  4.36  0.44
H  2.71  1.30  -0.59  0.72
H  5.05  0.70  -1.08  0.46
H  6.41  -0.48  0.62  0.44
H  5.44  -1.07  2.80  0.49
H  4.34  -1.67  4.63  0.42
H  2.97  -2.09  6.62  0.45
H  0.66  -1.23  6.77  0.47
H  -0.30  0.06  4.89  0.38
O  0.61  -2.23  1.31  -0.82
S  0.20  -3.38  2.27  0.36
C  1.75  -4.04  2.80  0.42
C  1.75  -4.82  3.94  -0.49
C  2.96  -5.34  4.39  -0.69
C  4.13  -5.06  3.70  -0.69
C  4.11  -4.26  2.57  -0.93
C  2.91  -3.74  2.10  0.01
C  -0.44  -4.62  1.19  0.84
C  -1.82  -4.73  1.15  -0.52
C  -2.41  -5.59  0.23  -0.70
C  -1.61  -6.32  -0.64  -0.53
C  -0.22  -6.21  -0.58  -0.74
C  0.37  -5.36  0.33  -0.47
H  0.83  -5.03  4.48  0.48
H  2.98  -5.96  5.28  0.46
H  5.07  -5.47  4.06  0.45
H  5.03  -4.05  2.04  0.48
H  2.88  -3.10  1.23  0.50
H  -2.43  -4.17  1.85  0.46
H  -3.49  -5.69  0.20  0.47
H  -2.07  -6.99  -1.35  0.44
H  0.39  -6.80  -1.25  0.45
H  1.45  -5.29  0.39  0.44

The value obtained for the LUMO energy (spin up / spin down) is -4.651 / -7.105 eV. The total charge is +2. The value obtained for the calculated total energy is -302798.3888 eV. As for the multiplicity: 3. For the HOMO-LUMO gap (spin up / spin down), the calculation gives 7.993 / 5.544 eV. For the energy above the lowest of the compared OMol25 structures with the same formula, charge and spin, the calculation gives 14.7 kJ/mol.

No. 4
ORCA calculation (ωB97M-V/def2-TZVPD) on a molecular structure, C41H50AsBiF3N2O5P2.

Last column: Mulliken charge in e.
Atoms and positions in Å:
Bi  -0.39  -0.98  -0.29  4.01
C  -3.26  -2.79  -1.93  -0.72
C  -3.86  -2.66  -0.51  -0.72
O  -2.79  -2.40  0.39  0.03
C  -3.15  -1.95  1.68  -0.67
C  -2.06  -2.41  2.65  -1.08
O  -0.78  -2.49  2.00  -0.26
C  -0.38  -3.86  1.82  -0.48
C  0.81  -3.93  0.91  -1.04
O  0.54  -3.51  -0.44  -0.07
C  -0.07  -4.48  -1.30  -0.93
C  -1.56  -4.36  -1.42  -0.58
O  -1.85  -3.05  -1.90  -0.17
H  -3.38  -1.87  -2.49  0.29
H  -3.77  -3.58  -2.48  0.50
H  -4.37  -3.57  -0.21  0.41
H  -4.59  -1.85  -0.49  0.42
H  -4.11  -2.36  2.01  0.63
H  -3.25  -0.86  1.66  0.36
H  -2.30  -3.39  3.05  0.52
H  -1.98  -1.72  3.49  0.46
H  -1.23  -4.43  1.42  0.47
H  -0.11  -4.29  2.78  0.47
H  1.20  -4.95  0.91  0.61
H  1.60  -3.27  1.27  0.08
H  0.20  -5.49  -0.98  0.52
H  0.37  -4.32  -2.29  0.35
H  -2.06  -4.52  -0.46  0.09
H  -1.92  -5.11  -2.12  0.67
N  0.96  1.64  1.17  0.33
P  1.76  0.15  1.13  -0.69
C  3.23  0.40  0.12  0.74
C  3.49  1.61  -0.51  -0.32
C  4.67  1.77  -1.23  -0.87
C  5.58  0.73  -1.32  -0.58
C  5.31  -0.49  -0.69  -0.62
C  4.14  -0.65  0.03  -0.90
C  2.35  -0.20  2.78  1.10
C  3.34  0.64  3.32  -1.10
C  3.80  0.42  4.60  -0.75
C  3.30  -0.64  5.35  -0.67
C  2.33  -1.48  4.82  -0.86
C  1.85  -1.26  3.54  -0.44
P  -0.75  1.61  1.26  0.09
C  -1.15  1.98  2.98  1.27
C  -2.08  1.23  3.70  -0.37
C  -2.38  1.56  5.02  -0.73
C  -1.75  2.64  5.62  -0.63
C  -0.83  3.40  4.91  -0.79
C  -0.54  3.09  3.59  -1.02
C  -1.27  3.10  0.39  -0.07
C  -0.39  3.91  -0.31  -0.01
C  -0.86  5.07  -0.93  -0.74
C  -2.21  5.40  -0.86  -0.57
C  -3.09  4.58  -0.17  -0.77
C  -2.63  3.43  0.46  -0.96
H  1.41  2.36  1.72  0.61
H  2.78  2.43  -0.45  0.32
H  4.89  2.72  -1.71  0.49
H  6.50  0.86  -1.86  0.43
H  6.03  -1.30  -0.74  0.55
H  3.95  -1.59  0.55  0.40
H  3.76  1.45  2.73  0.47
H  4.56  1.07  5.02  0.48
H  3.68  -0.82  6.35  0.45
H  1.94  -2.30  5.41  0.49
H  1.06  -1.88  3.14  0.80
H  -2.59  0.41  3.23  0.50
H  -3.11  0.98  5.57  0.49
H  -1.98  2.89  6.65  0.44
H  -0.36  4.26  5.37  0.47
H  0.13  3.73  3.03  0.33
H  0.66  3.66  -0.38  0.42
H  -0.17  5.72  -1.46  0.50
H  -2.57  6.30  -1.34  0.48
H  -4.14  4.85  -0.10  0.50
H  -3.32  2.82  1.02  0.46
F  -2.12  3.80  -5.61  -0.25
C  -2.85  3.71  -4.50  0.54
F  -4.10  3.42  -4.83  -0.26
F  -2.83  4.89  -3.88  -0.18
C  -2.27  2.65  -3.58  0.33
C  -3.10  1.82  -2.84  -1.33
C  -2.51  0.91  -1.98  -0.40
N  -1.18  0.78  -1.86  0.80
C  -0.39  1.59  -2.57  -0.36
C  -0.89  2.54  -3.44  -1.54
H  -4.17  1.90  -2.91  0.57
H  -3.12  0.28  -1.34  0.61
H  0.68  1.49  -2.40  0.48
H  -0.23  3.19  -3.99  0.61
C  2.92  -2.90  -3.02  -0.78
As  1.82  -1.38  -3.26  0.51
C  2.89  0.03  -3.95  -0.76
C  0.37  -1.72  -4.45  -0.77
O  1.24  -0.86  -1.74  -0.84
H  3.13  -3.34  -4.00  0.50
H  2.43  -3.63  -2.38  0.08
H  3.85  -2.56  -2.56  0.32
H  3.65  -0.38  -4.61  0.51
H  3.38  0.52  -3.10  -0.02
H  2.28  0.74  -4.50  0.38
H  0.77  -2.12  -5.38  0.53
H  -0.13  -0.77  -4.65  0.30
H  -0.33  -2.42  -4.00  0.08

The value obtained for the LUMO energy is -8.053 eV. The total charge is +3. The value obtained for the calculated total energy is -149931.8889 eV. For the HOMO-LUMO gap, the calculation gives 7.834 eV.